1.
The following is a quantum chemistry calculation of C3H6FO2Rb as an isolated structure, from OMol25.

```
! RIJCOSX wB97M-V def2-TZVPD def2/J DEFGRID3
* xyz 0 1
O 1.65534 2.26707 1.09369
C 1.81853 2.09962 -0.10779
C 2.16276 0.78733 -0.68422
O 2.39145 -0.12669 0.36439
C 2.62577 -1.45598 -0.06915
Rb 1.88977 0.83443 3.30523
H 1.76098 2.95138 -0.81005
H 1.31755 0.45462 -1.35604
H 3.30527 -1.45573 -0.93455
H 3.08665 -1.99876 0.76309
H 1.67921 -1.94008 -0.34886
H 3.05700 0.89825 -1.37044
F 2.83967 -0.02937 -4.74668
*
```

- HOMO (Ha) = -0.200
- F_max (Eh/bohr) = 0.026
- total energy (eV) = -10672.812

Löwdin population analysis, charges in e, atoms 1 to 6: -0.1562 -0.1927 -0.1801 -0.2728 -0.0769 1.0523

=====

2.
The following is a quantum chemistry calculation of C3H6HgLiO4 as an isolated structure, from OMol25.

```
! RIJCOSX wB97M-V def2-TZVPD def2/J DEFGRID3
* xyz 0 2
O 1.41821 -1.41926 -0.06831
C 0.78328 -0.26780 -0.17766
O -0.44507 -0.17956 -0.11233
O 1.61308 0.71049 -0.23375
C 1.07073 2.11815 -0.24802
H 1.59267 2.54561 -1.12366
H 1.57274 2.55387 0.63457
H -3.39624 1.96771 0.76529
C 0.63947 -2.60627 0.05259
H 1.35737 -3.43121 0.06731
H 0.06358 -2.59388 0.98624
O -2.71325 1.44083 0.33943
Li -2.30447 -0.27371 0.20776
Hg -1.21561 2.14349 -0.28404
H -0.03651 -2.70846 -0.80541
*
```

- HOMO (spin up / spin down) (Ha) = -0.139 / -0.336
- F_max (Eh/bohr) = 0.239
- total energy (eV) = -15774.875

Löwdin population analysis, charges in e, atoms 1 to 6: 0.0211 -0.6511 -0.1616 -0.0298 -0.2269 0.0305

=====

3.
The following is a quantum chemistry calculation of C3H6I2N as an isolated structure, from OMol25.

```
! RIJCOSX wB97M-V def2-TZVPD def2/J DEFGRID3
* xyz 1 3
C 0.43936 -0.33825 0.45666
C 1.16864 -0.39064 -0.72292
C -2.08034 -0.18993 0.85651
N 1.63270 0.67459 -1.34895
I -2.14597 -0.48276 2.88666
I -2.58114 1.60441 -0.01843
H 0.30749 -1.25247 1.00588
H 0.43669 0.58570 1.01560
H 1.34712 -1.34718 -1.19850
H 1.49604 1.60077 -0.96555
H 2.16770 0.60037 -2.20140
H -2.18829 -1.06461 0.23445
*
```

- HOMO (spin up / spin down) (Ha) = -0.421 / -0.479
- F_max (Eh/bohr) = 0.034
- total energy (eV) = -20889.001

Löwdin population analysis, charges in e, atoms 1 to 6: 0.0545 -0.1198 -1.3759 0.2186 0.8486 0.8275

=====

4.
The following is a quantum chemistry calculation of C3H6I2S as an isolated structure, from OMol25.

```
! RIJCOSX wB97M-V def2-TZVPD def2/J DEFGRID3
* xyz 0 1
C -0.12647 0.38178 1.35703
C 0.07770 -0.36086 -1.57520
C -0.19316 1.33588 0.19473
S -1.58831 2.38032 0.00351
I 1.48201 2.63967 -0.02852
I -3.39983 0.79169 -0.05255
H -0.95527 -0.19501 1.25772
H -0.07689 0.88728 2.22726
H 0.69131 -0.19123 1.43572
H -0.57221 -0.94007 -0.88037
H 1.17440 -0.35797 -1.64581
H -0.30778 -0.10406 -2.52029
*
```

- HOMO (spin up / spin down) (Ha) = -0.292 / -0.306
- F_max (Eh/bohr) = 0.078
- total energy (eV) = -30241.294

Löwdin population analysis, charges in e, atoms 1 to 6: -0.2538 0.0595 -1.2663 0.1745 0.7810 0.4283

=====

5.
The following is a quantum chemistry calculation of a 2-piece molecular cluster, C3H6IN2O overall, from OMol25.

```
! RIJCOSX wB97M-V def2-TZVPD def2/J DEFGRID3
* xyz 1 1
C -0.88310 0.75160 -0.61203
C 1.01652 0.29547 0.44992
C -0.37399 -1.71972 -0.20614
N -0.13326 -0.24015 -0.26290
N -0.38196 1.91088 -0.27199
O 0.86849 1.70443 0.29141
I 2.93509 -0.46926 -0.04482
H -1.86039 0.53312 -1.21525
H 1.02758 0.24211 2.32682
H 0.39456 -2.12715 -0.85210
H -0.29443 -1.94031 0.79780
H -1.49686 -1.71495 -0.40841
H -0.81826 2.77392 0.00769
*
```

- HOMO (spin up / spin down) (Ha) = -0.480 / -0.480
- F_max (Eh/bohr) = 0.082
- total energy (eV) = -16323.967

Löwdin population analysis, charges in e, atoms 1 to 6: -0.0491 -0.7623 0.0406 -0.1330 0.1194 -0.1043

=====

6.
The following is a quantum chemistry calculation of a 2-piece molecular cluster, C3H6IN3 overall, from OMol25.

```
! RIJCOSX wB97M-V def2-TZVPD def2/J DEFGRID3
* xyz 0 1
C 1.70641 2.22928 0.58698
C 1.36687 1.65293 -0.59122
C 0.22331 0.96444 -0.92689
N -0.58155 0.14785 -1.02909
N -0.76046 -3.04154 0.74309
N -1.53150 -0.61790 -0.95136
I -3.20576 -0.17485 0.00699
H 2.62346 2.74772 0.41770
H 1.03914 2.21832 1.43567
H 2.04892 1.83210 -1.44160
H -0.81649 -2.17781 1.31267
H -0.36296 -2.55057 -0.07477
H -1.74939 -3.22995 0.51182
*
```

- HOMO (Ha) = -0.301
- F_max (Eh/bohr) = 0.056
- total energy (eV) = -15774.553

Löwdin population analysis, charges in e, atoms 1 to 6: 0.0509 -0.1762 -0.0337 -0.1484 -0.0246 -0.5964

=====

7.
The following is a quantum chemistry calculation of an isolated ion of composition C3H6IN4 and charge +1, from OMol25.

```
! RIJCOSX wB97M-V def2-TZVPD def2/J DEFGRID3
* xyz 1 1
C -0.26815 -1.51884 -0.09174
C 0.64098 0.47975 0.07948
C -1.49726 -0.18448 -0.03880
N 0.85074 -0.85528 0.03694
N -0.64381 0.82102 0.10995
N 2.15230 -1.47157 0.09709
N -0.94817 2.15522 -0.10556
I -3.51297 -0.22757 -0.19009
H -0.57765 -2.52143 -0.08241
H 1.38682 1.04333 0.63227
H 2.91336 -0.83999 0.18045
H 2.40139 -1.93618 -0.78821
H -1.83316 2.40338 -0.58092
H -1.06442 2.65263 0.74155
*
```

- HOMO (Ha) = -0.463
- structure (SMILES) = Nn1cc(I)[n+](N)c1
- F_max (Eh/bohr) = 0.139
- total energy (eV) = -17257.807

Löwdin population analysis, charges in e, atoms 1 to 6: 0.1034 -0.0676 -0.6557 -0.1556 -0.2301 0.1511

=====

8.
The following is a quantum chemistry calculation of a 2-piece molecular cluster, C3H6INOS overall, from OMol25.

```
! RIJCOSX wB97M-V def2-TZVPD def2/J DEFGRID3
* xyz 0 1
C -0.55144 -0.79195 -0.39375
C 0.45129 -0.27028 -1.38512
C 0.11697 -0.59902 0.91134
N 1.14195 0.87859 -0.77603
O 1.74921 1.69005 1.51760
S 0.69031 1.22522 0.69327
I -2.82352 2.18138 1.48229
H -1.36988 0.00921 -0.47302
H -0.73255 -1.75402 -0.70741
H 1.25069 -0.89567 -1.64362
H -0.11681 0.11084 -2.21480
H -0.57895 -0.50611 1.77812
H 0.77273 -1.27824 1.21114
*
```

- HOMO (spin up / spin down) (Ha) = -0.369 / -0.330
- F_max (Eh/bohr) = 0.108
- total energy (eV) = -25677.772

Löwdin population analysis, charges in e, atoms 1 to 6: -0.2515 -0.2705 -0.2446 -0.1937 -0.4310 0.7746

=====

9.
The following is a quantum chemistry calculation of C3H6INS as an isolated structure, from OMol25.

```
! RIJCOSX wB97M-V def2-TZVPD def2/J DEFGRID3
* xyz 0 3
C -0.32268 0.13666 -0.84854
C 0.95285 0.22625 0.81727
C -0.16448 -1.06483 -0.01689
N 0.93999 0.77134 -0.49742
S -1.47394 -1.71881 0.91701
I 1.15877 2.75906 -0.87874
H -0.34488 0.11046 -1.97862
H -1.32065 0.65178 -0.44270
H 0.43267 0.84031 1.46713
H 1.83451 -0.32977 1.08855
H 0.44142 -1.73307 -0.55484
H -2.13359 -0.64939 0.92779
*
```

- HOMO (spin up / spin down) (Ha) = -0.217 / -0.323
- F_max (Eh/bohr) = 0.111
- total energy (eV) = -23628.087

Löwdin population analysis, charges in e, atoms 1 to 6: -0.4004 -0.1494 -0.6018 -0.6155 0.7958 0.6814

=====

10.
The following is a quantum chemistry calculation of a 2-piece molecular cluster, C3H6IO3 overall, from OMol25.

```
! RIJCOSX wB97M-V def2-TZVPD def2/J DEFGRID3
* xyz -1 1
I 14.23086 -11.34426 -18.01103
C 15.32453 -14.99475 -16.99262
O 14.52729 -14.93125 -15.85368
C 13.54748 -15.83328 -15.61121
O 13.31874 -16.81323 -16.35519
O 13.07121 -15.52784 -14.37594
C 12.08328 -16.29395 -13.77981
H 15.45553 -15.93881 -17.52148
H 16.29768 -14.54493 -16.79577
H 14.99512 -14.16567 -17.61889
H 12.33473 -17.35199 -13.70625
H 11.16365 -16.21789 -14.35997
H 11.89882 -15.82090 -12.81528
*
```

- HOMO (Ha) = -0.125
- F_max (Eh/bohr) = 0.072
- total energy (eV) = -17453.384

Löwdin population analysis, charges in e, atoms 1 to 6: -0.7771 -0.1100 -0.0223 -0.4974 0.0681 -0.0138